(1)
The following is a quantum chemistry calculation of a 2-piece molecular cluster, C3H11N3 overall, from the OMol25 dataset.

Each line ends with the natural charge from an NBO analysis.
Geometry (Å):
1 C -1.753 0.804 0.713  -0.731
2 N -1.132 -0.522 0.442  -0.764
3 C -1.708 -1.784 0.900  -0.524
4 H -2.596 1.026 0.083  0.157
5 H -0.999 1.694 0.582  0.162
6 H -2.238 0.933 1.751  0.179
7 H -0.671 -0.689 -0.491  0.333
8 H -2.666 -1.754 1.427  0.187
9 H -1.914 -2.526 0.075  0.165
10 H -0.965 -2.266 1.582  0.169
11 N 2.093 0.118 -0.078  -0.855
12 C 2.380 0.740 -1.288  0.099
13 N 3.591 1.193 -1.711  -0.778
14 H 1.020 0.087 0.073  0.395
15 H 2.478 0.717 0.714  0.378
16 H 1.515 0.857 -2.009  0.104
17 H 3.566 1.370 -2.764  0.325

- 2S+1: 2
- Frontier orbital gap (spin up / spin down): 3.06 / 9.11 eV
- E_HOMO (spin up / spin down): 0.0380 / -0.1832 Ha
- <S²>: 0.75
- Total charge: -1

=====

(2)
The following is a quantum chemistry calculation of a 2-piece molecular cluster, C3H11N3 overall, from the OMol25 dataset.

Each line ends with the natural charge from an NBO analysis.
Geometry (Å):
1 C 0.893 0.264 -1.892  -0.498
2 C -0.172 0.835 -1.315  -0.010
3 N -1.203 1.425 -1.998  -0.819
4 H 0.743 -0.012 -2.928  0.184
5 H 1.829 -0.011 -1.544  0.206
6 H -0.094 1.208 -0.280  0.187
7 H -0.816 2.037 -2.703  0.378
8 H -1.767 1.990 -1.362  0.370
9 N 0.230 -2.018 1.362  -0.858
10 C 0.718 -0.711 1.692  -0.058
11 N -0.450 0.337 1.932  -0.821
12 H 0.921 -2.812 1.135  0.367
13 H -0.067 -1.895 0.393  0.348
14 H 1.485 -0.409 0.965  0.161
15 H 1.193 -0.706 2.624  0.175
16 H -0.989 0.226 1.109  0.332
17 H -1.118 -0.154 2.604  0.355

- 2S+1: 1
- Frontier orbital gap: 9.75 eV
- E_HOMO: -0.3213 Ha
- SMILES: C=CN.NCN
- Total charge: 0

=====

(3)
The following is a quantum chemistry calculation of a single C3H11N3 molecule, from the OMol25 dataset.

Each line ends with the natural charge from an NBO analysis.
Geometry (Å):
1 C -0.168 0.681 0.585  -0.226
2 N -0.853 -0.291 -0.283  -0.644
3 C -0.963 -1.622 0.416  -0.051
4 N -0.107 -2.601 -0.170  -0.883
5 C 0.240 1.891 -0.285  -0.234
6 N 1.660 2.100 -0.199  -0.829
7 H 0.718 0.218 1.129  0.157
8 H -0.848 1.017 1.373  0.192
9 H -0.342 -0.407 -1.147  0.356
10 H -2.055 -1.919 0.515  0.164
11 H -0.618 -1.443 1.439  0.174
12 H 0.497 -3.199 0.361  0.385
13 H -0.566 -3.053 -0.974  0.367
14 H -0.333 1.743 -1.202  0.171
15 H -0.299 2.843 0.019  0.176
16 H 1.816 2.834 -0.886  0.363
17 H 2.137 1.224 -0.307  0.361

- 2S+1: 1
- Frontier orbital gap: 9.71 eV
- E_HOMO: -0.3136 Ha
- SMILES: NCCNCN
- Total charge: 0

=====

(4)
The following is a quantum chemistry calculation of a 2-piece molecular cluster, C3H11N3 overall, from the OMol25 dataset.

Each line ends with the natural charge from an NBO analysis.
Geometry (Å):
1 C -2.722 2.693 1.168  -0.422
2 N -2.420 1.421 0.424  -0.632
3 C -3.654 0.614 -0.033  -0.448
4 H -2.075 3.448 0.841  0.194
5 H -3.805 3.091 1.093  0.178
6 H -2.614 2.564 2.260  0.176
7 H -1.929 0.929 1.236  0.350
8 H -3.966 -0.346 0.501  0.192
9 H -3.148 0.182 -0.953  0.210
10 H -4.380 1.441 -0.124  0.203
11 N 4.805 -3.113 -1.548  -0.837
12 C 4.680 -1.895 -0.743  0.277
13 N 3.600 -1.917 -0.066  -0.715
14 H 4.819 -3.030 -2.566  0.368
15 H 4.039 -3.691 -1.339  0.376
16 H 5.435 -1.087 -0.873  0.168
17 H 3.335 -1.303 0.721  0.363

- 2S+1: 1
- Frontier orbital gap: 10.10 eV
- E_HOMO: -0.3280 Ha
- SMILES: [H]/N=C/N.CNC
- Total charge: 0

=====

(5)
The following is a quantum chemistry calculation of C3H11N3O as an isolated structure, from the OMol25 dataset.

Each line ends with the natural charge from an NBO analysis.
Geometry (Å):
1 C 2.015 -0.179 -1.345  -0.350
2 N 0.490 0.969 0.467  -0.469
3 O 1.654 1.036 -0.875  -0.383
4 H 0.209 1.937 0.359  0.403
5 H 1.057 0.794 1.289  0.387
6 H 1.812 -0.286 -2.416  0.183
7 H 1.180 -0.979 -0.814  0.323
8 H 3.041 -0.450 -1.072  0.169
9 C -1.523 -0.055 1.493  -0.651
10 C -0.629 -0.107 0.255  0.415
11 N -1.359 0.432 -0.886  -0.858
12 N -0.004 -1.345 0.002  -0.897
13 H -2.212 -0.105 -0.991  0.369
14 H -0.814 0.271 -1.728  0.370
15 H 0.327 -1.752 0.876  0.332
16 H -0.952 -0.305 2.388  0.206
17 H -2.308 -0.806 1.381  0.230
18 H -1.984 0.929 1.616  0.218

- 2S+1: 1
- Frontier orbital gap (spin up / spin down): 7.53 / 7.28 eV
- E_HOMO (spin up / spin down): -0.2762 / -0.2731 Ha
- Total charge: 0

=====

(6)
The following is a quantum chemistry calculation of a 3-piece molecular cluster, C3H11N3O overall, from the OMol25 dataset.

Each line ends with the natural charge from an NBO analysis.
Geometry (Å):
1 C -1.285 -0.627 1.284  -0.252
2 C 1.043 0.939 0.636  -0.473
3 C -1.561 1.203 -0.211  -0.458
4 N -0.898 0.556 0.909  -0.333
5 H -2.643 1.063 -0.152  0.201
6 H -0.007 -1.450 -0.009  0.346
7 H -2.199 -1.080 0.896  0.184
8 H -0.847 -1.041 2.187  0.186
9 H 0.890 1.861 1.178  0.194
10 H 1.376 1.108 -0.383  0.193
11 H 1.618 0.204 1.185  0.181
12 H -1.201 0.775 -1.157  0.240
13 H -1.336 2.270 -0.189  0.199
14 N 1.896 -1.487 -0.949  -0.673
15 N 0.569 -1.030 -0.851  0.005
16 O -0.058 -0.858 -1.951  -0.474
17 H 2.529 -0.835 -0.486  0.358
18 H 2.114 -1.571 -1.939  0.375

- 2S+1: 1
- Frontier orbital gap (spin up / spin down): 7.37 / 8.16 eV
- E_HOMO (spin up / spin down): -0.2455 / -0.2901 Ha
- Total charge: 0

=====

(7)
The following is a quantum chemistry calculation of a 2-piece molecular cluster, C3H11N3O overall, from the OMol25 dataset.

Each line ends with the natural charge from an NBO analysis.
Geometry (Å):
1 C -0.514 -2.269 -0.294  -0.415
2 C -1.192 0.454 -1.267  -0.699
3 C -0.550 0.140 0.063  0.635
4 O -1.119 0.956 1.030  -0.714
5 N -0.172 -1.085 0.466  -0.745
6 H -0.879 0.552 1.880  0.483
7 H -0.551 -2.130 -1.383  0.161
8 H -1.457 -2.703 0.065  0.181
9 H 0.297 -2.993 -0.172  0.190
10 H -0.545 0.156 -2.095  0.214
11 H -2.139 -0.081 -1.347  0.239
12 H -1.405 1.522 -1.361  0.232
13 N 1.873 1.563 1.278  -0.738
14 N 1.358 0.830 0.181  -0.594
15 H 2.102 2.551 1.101  0.353
16 H 1.707 1.710 2.275  0.404
17 H 1.772 1.096 -0.711  0.379
18 H 1.416 -0.269 0.293  0.433

- 2S+1: 1
- Frontier orbital gap: 8.61 eV
- E_HOMO: -0.2824 Ha
- SMILES: C/N=C(\C)O.NN
- Total charge: 0

=====

(8)
The following is a quantum chemistry calculation of a 2-piece molecular cluster, C3H11N3O overall, from the OMol25 dataset.

Each line ends with the natural charge from an NBO analysis.
Geometry (Å):
1 N -0.551 -1.566 1.855  -0.989
2 C -1.266 -0.544 2.877  0.162
3 O -2.437 -0.881 3.320  -0.871
4 H -1.385 -1.750 1.255  0.339
5 H -0.452 -2.460 2.337  0.369
6 H -0.455 -0.570 3.676  0.060
7 H -1.209 0.369 2.264  0.053
8 C 0.452 0.389 -0.913  0.096
9 C 0.942 1.272 -1.849  -0.356
10 N 0.784 0.766 -3.210  -0.661
11 N 0.728 0.414 0.398  -0.761
12 H -0.304 -0.283 -1.317  0.182
13 H 1.527 2.148 -1.684  0.221
14 H 1.390 -0.045 -3.372  0.420
15 H -0.180 0.425 -3.335  0.430
16 H 0.975 1.442 -3.960  0.437
17 H 1.334 1.161 0.699  0.397
18 H 0.107 -0.287 0.959  0.471

- 2S+1: 1
- Frontier orbital gap: 4.31 eV
- E_HOMO: -0.2028 Ha
- Total charge: 0

=====

(9)
The following is a quantum chemistry calculation of a 2-piece molecular cluster, C3H11N3O overall, from the OMol25 dataset.

Each line ends with the natural charge from an NBO analysis.
Geometry (Å):
1 C -2.426 -1.714 -0.904  -0.598
2 C -1.010 -1.203 -0.793  -0.242
3 N -1.065 0.278 -0.427  -0.657
4 C -0.065 0.920 0.231  0.588
5 N 0.019 0.893 1.565  -0.804
6 N 0.753 1.647 -0.535  -0.805
7 H -3.008 -1.655 0.013  0.221
8 H -2.515 -2.783 -1.281  0.221
9 H -3.145 -0.963 -1.728  0.185
10 H -0.493 -1.787 0.034  0.205
11 H -0.236 -1.287 -1.619  0.207
12 H -1.158 0.657 -1.350  0.391
13 H -0.828 0.772 2.104  0.394
14 H 0.496 1.729 1.830  0.386
15 H 1.540 2.048 0.000  0.311
16 H 2.765 0.240 0.573  0.457
17 H 3.669 -0.525 -0.158  0.460
18 O 3.246 -0.524 0.770  -0.919

- 2S+1: 1
- Frontier orbital gap: 9.75 eV
- E_HOMO: -0.3293 Ha
- SMILES: [H]/N=C(\N)NCC.O
- Total charge: 0

=====

(10)
The following is a quantum chemistry calculation of a 2-piece molecular cluster, C3H11N3O overall, from the OMol25 dataset.

Each line ends with the natural charge from an NBO analysis.
Geometry (Å):
1 N 0.136 -0.671 -2.340  -0.893
2 C -0.174 0.750 -2.038  0.136
3 O -1.135 0.818 -1.094  -0.961
4 H -0.739 -1.123 -2.582  0.347
5 H 0.713 -0.717 -3.175  0.337
6 H 0.789 1.191 -1.699  0.081
7 H -0.462 1.295 -2.961  0.093
8 C 1.408 -1.139 1.408  -0.413
9 N -1.557 0.986 1.590  -0.765
10 C -0.667 0.074 1.197  0.377
11 N 0.313 -0.351 1.956  -0.535
12 H 2.209 -0.501 1.050  0.209
13 H 1.019 -1.715 0.565  0.245
14 H 1.777 -1.821 2.166  0.205
15 H -1.249 1.716 2.216  0.379
16 H -1.994 1.353 0.743  0.458
17 H -0.837 -0.249 0.145  0.315
18 H 0.451 0.101 2.851  0.386

- 2S+1: 1
- Frontier orbital gap: 7.41 eV
- E_HOMO: -0.2541 Ha
- Total charge: 0

=====

(11)
The following is a quantum chemistry calculation of an isolated ion of composition C3H11N3PS and charge +1, from the OMol25 dataset.

Each line ends with the natural charge from an NBO analysis.
Geometry (Å):
1 C 0.166 -0.211 -0.257  0.026
2 C -0.765 -0.997 0.670  -0.194
3 C 2.591 0.353 -0.563  -0.431
4 N -0.441 1.171 -0.639  -0.859
5 N -1.831 0.991 1.306  -0.936
6 N 1.440 0.056 0.302  -0.634
7 P -2.228 -1.482 -0.292  0.333
8 S -1.950 1.585 -0.240  0.836
9 H 0.195 -0.640 -1.220  0.241
10 H -0.589 -1.308 1.598  0.205
11 H 3.379 -0.293 -0.148  0.222
12 H 2.451 0.040 -1.691  0.206
13 H 2.973 1.361 -0.604  0.206
14 H -0.011 1.525 -1.502  0.442
15 H -2.609 0.787 2.029  0.473
16 H -0.949 1.295 1.720  0.409
17 H 1.541 0.303 1.215  0.384
18 H -1.900 -2.928 -0.162  0.069
19 H -1.464 -1.607 -1.521  0.001

- 2S+1: 1
- Frontier orbital gap (spin up / spin down): 7.14 / 7.11 eV
- E_HOMO (spin up / spin down): -0.4583 / -0.4580 Ha
- Total charge: +1

=====

(12)
The following is a quantum chemistry calculation of a 2-piece molecular cluster, C3H11N4 overall, from the OMol25 dataset.

Each line ends with the natural charge from an NBO analysis.
Geometry (Å):
1 N -2.083 -2.609 -0.789  -0.724
2 C -1.271 -1.581 -0.984  0.396
3 N -1.575 -0.333 -0.832  -0.708
4 H -2.942 -2.492 -0.287  0.417
5 H -1.693 -3.542 -0.811  0.432
6 H -0.273 -1.831 -1.323  0.218
7 H -0.783 0.373 -0.949  0.468
8 H -2.456 -0.110 -0.390  0.411
9 C 1.649 0.828 0.997  -0.014
10 C 0.738 1.524 0.312  -0.184
11 N 0.619 1.367 -1.140  -0.858
12 N 1.989 0.984 2.323  -0.794
13 H 2.218 0.058 0.485  0.184
14 H 0.105 2.291 0.736  0.203
15 H 1.499 0.986 -1.481  0.384
16 H 0.559 2.277 -1.570  0.393
17 H 2.249 0.165 2.847  0.390
18 H 1.451 1.647 2.856  0.385

- 2S+1: 1
- Frontier orbital gap: 8.09 eV
- E_HOMO: -0.4098 Ha
- Total charge: +1

=====

For the records above, the corresponding F_max values read 0.0831; 0.0656; 0.0549; 0.0640; 0.0158; 0.0392; 0.0792; 0.0531; 0.0961; 0.0158; 0.1359; 0.0157 hartree/bohr.
For the records above, the corresponding ΔE to the lowest compared entry with this formula, charge and spin values read 1.525; 2.430; 1.628; 2.838; 5.776; 7.759; 4.734; 5.773; 2.289; 2.880; 5.865; 0.688 eV.